{"formula": "C4H7NO", "method": "ωB97M-V/def2-TZVPD", "symbols": ["C", "C", "C", "N", "C", "O", "H", "H", "H", "H", "H", "H", "H"], "coordinates": [[-0.23707, -1.62970, -1.21745], [-0.08688, -0.30392, -0.49089], [-0.84890, -0.13218, 0.80166], [1.51258, 3.12720, 1.89777], [1.47629, 2.57719, 0.88061], [0.61167, 0.58199, -0.93716], [0.35438, -1.70004, -2.13384], [0.10872, -2.41296, -0.54518], [-1.27475, -1.85718, -1.46889], [-1.89192, -0.30455, 0.53478], [-0.74396, 0.89275, 1.17904], [-0.51398, -0.87099, 1.54731], [1.53380, 2.03240, -0.04774]], "forces_ev_per_angstrom": [[0.1593, -0.0734, -0.0022], [0.1944, 0.0176, -0.3336], [0.1130, 0.1079, -0.2340], [-0.2474, -0.6482, -1.1879], [0.6362, 0.7985, 1.2231], [-0.0835, -0.3589, -0.2426], [-0.0191, 0.3621, 0.2120], [-0.0599, -0.1712, 0.1115], [-0.0428, 0.1384, 0.1783], [-0.1547, -0.1502, 0.3666], [0.0754, -0.3955, -0.0441], [-0.2679, 0.2512, -0.2426], [-0.3029, 0.1217, 0.1957]], "max_force_ev_per_a": 1.59, "homo_energy_ev": -10.29, "homo_lumo_gap_ev": 11.03, "relative_energy_ev": 1.3798, "smiles": "CC(C)=O.C#N"}